(1)
Entry from OMol25: a single C2H3N3O3 molecule in a non-equilibrium geometry (ωB97M-V with the def2-TZVPD basis set).

Atoms and positions in Å:
C (-0.151, -0.614, -0.020)
C (0.054, 1.292, 1.168)
H (0.755, 0.030, -2.205)
H (0.505, -1.390, -2.895)
H (-0.749, 0.353, 2.802)
N (0.103, -0.702, -2.239)
N (-0.051, -1.403, -0.974)
N (-0.149, 0.239, 1.924)
O (-0.467, -0.969, 1.177)
O (-0.052, 2.442, 1.402)
O (0.202, 0.722, -0.139)

Calculated values
Total energy (a.u.): -467.901414
Spin multiplicity: 1
Total charge: 0
E_HOMO (eV): -8.9682
HOMO-LUMO gap (Ha): 0.344
Energy relative to the best compared isomer or geometry (same formula, charge and spin) (kcal/mol): 39.5

***

(2)
Entry from OMol25: 7 unconnected molecules or ions with the total composition C26H48N5O13P in a non-equilibrium geometry (ωB97M-V with the def2-TZVPD basis set).

Atoms and positions in Å:
C (0.344, 1.676, -0.727)
C (-1.133, 1.211, -0.679)
O (-1.061, 0.000, 0.105)
C (0.217, -0.331, 0.344)
O (0.581, -1.301, 0.920)
O (1.077, 0.606, -0.138)
H (0.415, 2.549, -0.079)
H (0.650, 1.967, -1.727)
H (-1.727, 1.270, -1.583)
H (-1.612, 1.887, 0.037)
C (-2.695, -1.279, -5.895)
C (-3.553, -0.001, -5.864)
O (-3.955, 0.047, -4.493)
C (-3.116, -0.714, -3.757)
O (-3.101, -0.732, -2.572)
O (-2.289, -1.443, -4.548)
H (-1.870, -1.119, -6.594)
H (-3.225, -2.152, -6.278)
H (-4.390, -0.149, -6.542)
H (-2.994, 0.900, -6.099)
C (-6.257, 0.835, -1.520)
C (-5.387, 0.702, -0.252)
O (-4.508, 1.811, -0.370)
C (-4.557, 2.308, -1.622)
O (-3.965, 3.272, -1.979)
O (-5.439, 1.611, -2.377)
H (-7.212, 1.315, -1.301)
H (-6.422, -0.164, -1.916)
H (-4.851, -0.247, -0.286)
H (-5.961, 0.744, 0.671)
C (4.450, 1.285, -1.714)
C (4.745, 2.784, -1.482)
O (3.632, 3.424, -2.102)
C (2.900, 2.556, -2.825)
O (1.911, 2.838, -3.411)
O (3.277, 1.290, -2.520)
H (4.338, 0.751, -0.774)
H (5.212, 0.771, -2.300)
H (5.663, 3.141, -1.946)
H (4.724, 3.043, -0.427)
C (-4.760, 3.755, 3.727)
C (-3.655, 3.498, 2.705)
C (-3.312, 4.640, 1.748)
C (-2.797, 5.839, 2.407)
N (-2.355, 6.781, 2.893)
H (-5.701, 3.998, 3.232)
H (-4.520, 4.637, 4.331)
H (-4.804, 2.922, 4.423)
H (-3.929, 2.613, 2.131)
H (-2.723, 3.312, 3.250)
H (-4.216, 4.969, 1.218)
H (-2.610, 4.321, 0.980)
C (1.821, 7.031, -3.914)
C (0.812, 7.683, -2.954)
C (0.064, 6.596, -2.185)
C (0.888, 5.858, -1.242)
N (1.540, 5.273, -0.498)
H (1.310, 6.231, -4.451)
H (2.542, 6.502, -3.283)
H (2.297, 7.754, -4.565)
H (0.122, 8.281, -3.543)
H (1.354, 8.249, -2.198)
H (-0.354, 5.854, -2.876)
H (-0.800, 7.005, -1.655)
O (3.625, -5.802, 0.962)
P (3.084, -5.816, 2.331)
N (3.225, -4.473, 3.276)
C (4.513, -4.009, 3.793)
C (2.236, -3.409, 3.070)
N (3.831, -7.038, 3.190)
C (4.014, -7.050, 4.634)
C (4.266, -8.218, 2.493)
N (1.456, -6.148, 2.295)
C (0.646, -6.203, 3.472)
C (0.819, -6.479, 1.022)
H (5.246, -3.813, 3.011)
H (4.880, -4.688, 4.555)
H (4.321, -3.094, 4.358)
H (1.305, -3.796, 2.675)
H (2.636, -2.665, 2.370)
H (2.043, -2.846, 3.988)
H (3.909, -8.055, 5.050)
H (5.019, -6.724, 4.934)
H (3.279, -6.392, 5.092)
H (4.288, -9.089, 3.148)
H (3.734, -8.453, 1.569)
H (5.302, -8.134, 2.104)
H (0.285, -7.218, 3.680)
H (1.239, -5.924, 4.345)
H (-0.198, -5.507, 3.421)
H (-0.060, -5.830, 0.875)
H (0.527, -7.529, 1.025)
H (1.459, -6.161, 0.206)

Calculated values
Total energy (a.u.): -2612.800541
Spin multiplicity: 1
Total charge: 0
E_HOMO (eV): -7.9619
HOMO-LUMO gap (Ha): 0.309

***

(3)
Entry from OMol25: a molecular structure, C39H24Cl2F15GeNORuSSb2 (ωB97M-V with the def2-TZVPD basis set).

Atoms and positions in Å:
Ru (-0.372, 1.303, -0.774)
C (2.982, 0.329, -2.872)
Sb (2.161, 1.508, -1.325)
C (2.877, 3.440, -1.766)
C (3.280, 0.863, 0.388)
C (3.399, 1.954, 1.415)
C (4.363, 2.941, 1.215)
C (4.516, 3.997, 2.096)
C (3.694, 4.075, 3.213)
C (2.750, 3.089, 3.434)
C (2.585, 2.018, 2.554)
C (1.563, 0.972, 2.893)
Sb (-0.339, 1.326, 1.953)
C (-1.618, 0.486, 3.427)
C (-0.583, 3.370, 2.503)
H (4.020, 0.119, -2.622)
H (2.937, 0.885, -3.806)
H (2.423, -0.597, -2.973)
H (3.954, 3.376, -1.906)
H (2.641, 4.128, -0.959)
H (2.407, 3.774, -2.690)
H (4.254, 0.586, -0.018)
H (2.770, -0.035, 0.734)
H (5.023, 2.864, 0.359)
H (5.281, 4.741, 1.924)
H (3.808, 4.884, 3.921)
H (2.140, 3.129, 4.328)
H (1.329, 0.998, 3.958)
H (1.872, -0.041, 2.638)
H (-1.637, 1.187, 4.258)
H (-1.216, -0.472, 3.750)
H (-2.622, 0.338, 3.041)
H (-0.359, 3.474, 3.563)
H (-1.619, 3.666, 2.335)
H (0.082, 4.011, 1.926)
Cl (-0.427, 6.324, -0.530)
C (-1.786, 5.330, -0.708)
C (-3.061, 5.862, -0.781)
C (-4.170, 5.034, -0.914)
Cl (-5.707, 5.733, -0.996)
C (-4.042, 3.598, -0.976)
C (-5.113, 2.699, -1.082)
C (-4.843, 1.351, -1.117)
C (-3.521, 0.905, -1.051)
N (-2.496, 1.740, -0.945)
C (-2.754, 3.066, -0.907)
C (-1.587, 3.913, -0.778)
O (-0.437, 3.384, -0.713)
H (-3.196, 6.933, -0.729)
H (-6.129, 3.064, -1.137)
H (-5.642, 0.629, -1.199)
H (-3.276, -0.149, -1.092)
F (-2.140, -1.303, 1.028)
C (-2.775, -2.433, 0.648)
C (-2.162, -3.282, -0.255)
C (-2.877, -4.424, -0.603)
F (-2.391, -5.297, -1.483)
C (-4.123, -4.714, -0.065)
F (-4.768, -5.810, -0.418)
C (-4.695, -3.834, 0.841)
F (-5.882, -4.085, 1.355)
C (-4.015, -2.679, 1.198)
F (-4.563, -1.820, 2.056)
Ge (-0.400, -2.889, -0.979)
S (-0.321, -0.717, -1.656)
C (0.007, -3.959, -2.532)
C (-0.002, -3.563, -3.858)
F (-0.386, -2.329, -4.206)
C (0.368, -4.422, -4.880)
F (0.349, -4.014, -6.140)
C (0.756, -5.719, -4.577)
F (1.105, -6.543, -5.543)
C (0.772, -6.150, -3.257)
F (1.137, -7.387, -2.963)
C (0.402, -5.263, -2.266)
F (0.425, -5.688, -0.993)
C (1.036, -2.985, 0.322)
C (2.347, -2.923, -0.127)
F (2.596, -2.752, -1.435)
C (3.435, -3.009, 0.723)
F (4.673, -2.940, 0.254)
C (3.213, -3.151, 2.086)
F (4.234, -3.219, 2.918)
C (1.915, -3.201, 2.574)
F (1.701, -3.311, 3.877)
C (0.851, -3.119, 1.689)
F (-0.382, -3.166, 2.209)

Calculated values
Total energy (a.u.): -7098.793746
Spin multiplicity: 5
<S²>: 6.05
Total charge: +2
E_HOMO (alpha / beta) (eV): -12.9303 / -13.3365
HOMO-LUMO gap (alpha / beta) (Ha): 0.234 / 0.168
Energy relative to the best compared isomer or geometry (same formula, charge and spin) (kcal/mol): 14.0

***

(4)
Entry from OMol25: a single C2H2N2O molecule in a non-equilibrium geometry (ωB97M-V with the def2-TZVPD basis set).

Atoms and positions in Å:
O (1.850, 0.335, -0.028)
N (1.020, 1.211, 0.042)
C (-0.334, 0.883, 0.061)
C (-0.552, -0.424, -0.078)
N (-0.107, -1.521, -0.312)
H (-1.070, 1.643, 0.149)
H (-0.806, -2.126, 0.166)

Calculated values
Total energy (a.u.): -261.999229
Spin multiplicity: 1
Total charge: 0
E_HOMO (alpha / beta) (eV): -9.0217 / -9.0227
HOMO-LUMO gap (alpha / beta) (Ha): 0.304 / 0.304
Energy relative to the best compared isomer or geometry (same formula, charge and spin) (kcal/mol): 103.3

***

(5)
Entry from OMol25: a molecular structure, C21H30BClF24O6SSi2 (ωB97M-V with the def2-TZVPD basis set).

Atoms and positions in Å:
C (-5.363, 3.676, 7.214)
C (-4.585, 4.378, 6.101)
C (-4.256, 3.431, 4.937)
Si (-3.643, 4.266, 3.377)
S (-2.766, 6.187, 3.805)
C (-2.482, 3.148, 2.402)
C (-1.157, 3.753, 1.901)
C (-0.778, 3.189, 0.539)
Cl (0.938, 3.550, 0.153)
O (-4.971, 4.581, 2.432)
Si (-4.957, 5.504, 1.043)
B (-6.878, 5.669, 0.391)
O (-7.685, 6.719, 0.750)
O (-7.409, 4.673, -0.383)
H (-5.537, 4.363, 8.045)
H (-4.808, 2.820, 7.603)
H (-6.338, 3.333, 6.862)
H (-5.174, 5.223, 5.737)
H (-3.661, 4.776, 6.527)
H (-3.481, 2.723, 5.250)
H (-5.156, 2.870, 4.665)
H (-1.919, 5.769, 4.755)
H (-3.057, 2.764, 1.550)
H (-2.268, 2.273, 3.025)
H (-1.228, 4.838, 1.808)
H (-0.349, 3.563, 2.609)
H (-0.920, 2.111, 0.485)
H (-1.361, 3.685, -0.235)
H (-4.397, 6.847, 1.344)
H (-4.077, 4.847, 0.043)
H (-7.206, 7.522, 0.960)
H (-8.047, 5.020, -1.016)
C (1.371, 0.134, -0.934)
C (2.677, -0.105, -0.161)
C (3.931, -0.458, -0.968)
F (3.771, -1.611, -1.645)
F (4.952, -0.632, -0.093)
F (2.482, -1.040, 0.794)
F (2.985, 1.063, 0.464)
O (0.456, -0.952, -0.971)
C (0.494, -1.923, -1.922)
C (0.717, -3.318, -1.317)
F (1.887, -3.369, -0.654)
F (0.759, -4.219, -2.325)
F (1.385, -1.664, -2.895)
F (-0.729, -1.966, -2.511)
H (0.840, 0.906, -0.381)
H (1.558, 0.545, -1.926)
H (4.189, 0.341, -1.666)
H (-0.101, -3.564, -0.638)
C (-0.225, -1.990, -5.997)
C (-1.654, -1.681, -6.462)
C (-2.505, -2.842, -6.988)
F (-1.958, -3.378, -8.095)
F (-3.728, -2.367, -7.308)
F (-1.646, -0.678, -7.362)
F (-2.315, -1.240, -5.349)
O (0.828, -1.716, -6.902)
C (1.263, -2.628, -7.819)
C (1.098, -2.112, -9.257)
F (-0.195, -1.851, -9.519)
F (1.524, -3.069, -10.110)
F (0.687, -3.830, -7.661)
F (2.594, -2.791, -7.629)
H (-0.052, -1.299, -5.174)
H (-0.152, -2.997, -5.583)
H (-2.614, -3.615, -6.223)
H (1.690, -1.206, -9.396)
C (4.232, -4.511, 2.619)
C (4.162, -3.155, 3.332)
C (5.090, -2.044, 2.831)
F (6.384, -2.387, 3.000)
F (4.854, -0.926, 3.554)
F (4.313, -3.317, 4.663)
F (2.897, -2.690, 3.110)
O (5.004, -5.525, 3.233)
C (6.335, -5.682, 2.985)
C (7.173, -5.522, 4.263)
F (6.994, -4.299, 4.794)
F (8.478, -5.666, 3.945)
F (6.774, -4.875, 2.007)
F (6.524, -6.958, 2.570)
H (3.213, -4.892, 2.660)
H (4.490, -4.386, 1.566)
H (4.907, -1.829, 1.778)
H (6.887, -6.283, 4.991)

Calculated values
Total energy (a.u.): -5128.882000
Spin multiplicity: 1
Total charge: 0
E_HOMO (eV): -9.6973
HOMO-LUMO gap (Ha): 0.364